Molecular formula: C28H55O2PtSi4Te
Method: DFT, ωB97M-V/def2-TZVPD

Last column: Löwdin spin population.
Geometry (Å):
1 O -0.794 -0.062 -4.076  0.119
2 C -0.989 1.393 -4.396  0.007
3 C -1.361 1.116 -5.836  0.004
4 H -0.025 1.909 -4.273  0.000
5 H -1.802 1.842 -3.811  0.001
6 C -1.042 -0.358 -5.551  0.015
7 H -0.706 1.631 -6.549  0.001
8 H -2.424 1.274 -6.042  0.001
9 C 0.169 -0.853 -6.293  0.002
10 H 1.055 -0.208 -6.277  0.000
11 H -0.113 -1.017 -7.343  0.001
12 H 0.443 -1.829 -5.882  0.000
13 C -2.121 -1.368 -5.816  0.002
14 H -3.105 -0.993 -5.554  0.000
15 H -1.851 -2.279 -5.281  0.001
16 H -2.109 -1.604 -6.886  0.001
17 Pt -1.017 -0.714 -2.051  1.325
18 C -2.882 -1.252 -0.574  0.181
19 C -3.024 0.155 -0.759  0.242
20 C -3.073 0.419 -2.169  0.166
21 H -3.090 0.929 0.003  0.022
22 C -3.100 -0.849 -2.865  0.164
23 C -2.921 -1.894 -1.871  0.163
24 H -2.807 -2.952 -2.107  0.006
25 H -2.826 -1.748 0.389  0.006
26 H -3.172 1.406 -2.614  0.007
27 H -3.438 -1.007 -3.878  0.006
28 C 0.080 -1.759 -0.701  0.173
29 C -0.132 -3.209 -1.062  0.020
30 C 1.082 -3.802 -1.310  0.096
31 H -1.109 -3.680 -1.089  -0.002
32 C 2.133 -2.828 -1.107  0.048
33 C 1.571 -1.632 -0.706  0.072
34 H 2.089 -0.750 -0.322  0.013
35 H -0.337 -1.458 0.265  0.006
36 H 1.278 -4.841 -1.547  0.005
37 H 3.186 -3.049 -1.241  0.002
38 O 2.760 -0.118 -5.355  0.001
39 C 2.489 -0.724 -4.045  0.002
40 C 2.558 0.344 -2.940  0.012
41 H 3.265 -1.502 -3.894  0.000
42 H 1.497 -1.215 -4.015  0.003
43 C 2.882 1.664 -3.670  0.001
44 H 3.358 0.052 -2.250  0.000
45 H 1.631 0.371 -2.355  0.015
46 C 3.070 1.266 -5.140  0.000
47 H 3.805 2.062 -3.251  0.000
48 H 2.038 2.348 -3.574  0.000
49 H 4.102 1.369 -5.471  0.000
50 H 2.430 1.913 -5.755  0.000
51 C 3.499 0.965 3.247  0.007
52 Si 1.973 1.631 4.123  0.033
53 C 2.039 1.124 5.941  0.007
54 C 1.863 3.508 4.053  0.002
55 Si 0.099 0.777 2.961  0.108
56 Te -0.060 1.486 0.612  0.823
57 Si -0.019 -1.438 3.819  0.003
58 C -0.330 -1.454 5.706  -0.001
59 C -1.463 -2.352 3.008  0.001
60 C 1.602 -2.338 3.485  0.002
61 Si -1.737 1.873 3.944  0.051
62 C -1.568 2.032 5.816  0.011
63 C -1.803 3.602 3.180  0.013
64 C -3.289 0.891 3.518  0.007
65 H 4.366 1.565 3.565  0.001
66 H 3.401 1.049 2.157  0.002
67 H 3.699 -0.086 3.494  0.000
68 H 2.811 1.736 6.432  0.001
69 H 1.099 1.282 6.482  0.000
70 H 2.330 0.073 6.059  0.000
71 H 1.828 3.868 3.017  0.001
72 H 0.986 3.903 4.582  0.000
73 H 2.765 3.913 4.536  0.000
74 H -1.264 -0.938 5.976  0.000
75 H -0.425 -2.503 6.039  0.000
76 H 0.498 -1.006 6.274  0.000
77 H -1.192 -2.723 2.009  0.000
78 H -1.703 -3.221 3.643  0.000
79 H -2.364 -1.730 2.920  0.000
80 H 1.772 -2.458 2.406  0.000
81 H 2.466 -1.817 3.919  0.000
82 H 1.556 -3.343 3.933  0.000
83 H -0.620 2.484 6.131  0.000
84 H -2.377 2.691 6.165  0.003
85 H -1.679 1.074 6.335  0.000
86 H -1.587 3.581 2.102  0.013
87 H -2.823 3.995 3.327  0.000
88 H -1.093 4.288 3.665  0.000
89 H -3.294 0.552 2.474  0.001
90 H -3.400 0.013 4.169  0.000
91 H -4.165 1.539 3.671  0.001

Calculated values
* total charge: +1
* total energy: -2795.2605 Ha
* E_LUMO (spin up / spin down): -2.16 / -5.35 eV
* E_HOMO (spin up / spin down): -10.0 / -10.0 eV
* spin multiplicity: 5
* expectation value of S²: 6.02



Molecular formula: C28H56BCrF4O21
Method: DFT, ωB97M-V/def2-TZVPD

Last column: Löwdin spin population.
Geometry (Å):
1 Cr 23.858 -20.985 -30.383  4.519
2 B 23.333 -21.270 -27.660  0.007
3 F 24.517 -21.611 -27.034  0.001
4 F 23.074 -21.974 -28.814  0.049
5 F 22.259 -21.572 -26.815  0.001
6 F 23.378 -19.942 -27.977  0.019
7 C 29.171 -23.960 -31.302  0.000
8 C 28.452 -22.805 -31.934  0.001
9 O 27.327 -22.413 -31.134  0.013
10 C 26.219 -23.116 -30.949  0.028
11 O 25.210 -22.647 -30.402  0.052
12 O 26.409 -24.450 -31.277  0.007
13 C 25.402 -25.408 -31.382  0.001
14 H 30.172 -23.693 -30.961  0.000
15 H 29.487 -24.764 -31.967  0.000
16 H 28.639 -24.478 -30.504  0.000
17 H 28.238 -23.031 -32.979  0.000
18 H 29.121 -21.946 -31.997  0.000
19 H 24.933 -25.557 -30.410  0.000
20 H 25.945 -26.310 -31.665  0.000
21 H 24.797 -25.221 -32.269  0.000
22 C 28.556 -14.382 -26.753  0.000
23 C 28.565 -15.060 -25.381  0.000
24 O 27.936 -16.366 -25.511  0.000
25 C 26.553 -16.427 -25.574  0.000
26 O 25.805 -15.429 -25.562  0.000
27 O 26.153 -17.674 -25.503  0.000
28 C 24.809 -17.947 -25.525  0.000
29 H 28.326 -14.984 -27.632  0.000
30 H 29.416 -13.758 -26.997  0.000
31 H 27.788 -13.610 -26.796  0.000
32 H 27.996 -14.400 -24.726  0.000
33 H 29.590 -15.197 -25.037  0.000
34 H 24.834 -19.023 -25.691  0.000
35 H 24.294 -17.403 -26.317  0.000
36 H 24.358 -17.756 -24.551  0.000
37 C 23.726 -23.999 -34.520  0.001
38 C 22.548 -23.198 -34.074  0.004
39 O 22.013 -24.033 -33.033  0.005
40 C 22.089 -23.621 -31.790  0.013
41 O 22.454 -22.527 -31.336  0.051
42 O 21.641 -24.654 -31.032  0.004
43 C 21.773 -24.715 -29.646  0.001
44 H 24.513 -23.847 -33.782  0.001
45 H 23.897 -23.658 -35.540  0.000
46 H 23.453 -25.052 -34.596  0.000
47 H 21.796 -22.989 -34.835  0.000
48 H 22.894 -22.213 -33.759  0.008
49 H 21.142 -25.468 -29.174  0.000
50 H 21.431 -23.744 -29.285  0.000
51 H 22.812 -24.911 -29.383  0.000
52 C 21.014 -18.059 -24.995  0.000
53 C 21.036 -18.621 -26.416  0.000
54 O 20.094 -17.903 -27.240  0.000
55 C 18.743 -18.105 -27.231  0.000
56 O 18.068 -19.171 -26.892  0.000
57 O 18.168 -16.904 -27.731  0.000
58 C 16.830 -16.788 -28.151  0.000
59 H 20.014 -18.103 -24.565  0.000
60 H 21.401 -17.046 -24.880  0.000
61 H 21.785 -18.578 -24.426  0.000
62 H 20.813 -19.688 -26.419  0.000
63 H 22.027 -18.494 -26.851  0.000
64 H 16.135 -17.138 -27.387  0.000
65 H 16.653 -17.415 -29.025  0.000
66 H 16.548 -15.771 -28.424  0.000
67 C 25.115 -15.609 -29.096  0.001
68 C 25.229 -17.034 -29.831  0.004
69 O 26.209 -17.739 -29.012  0.005
70 C 26.351 -19.124 -28.968  0.017
71 O 25.622 -19.934 -29.504  0.070
72 O 27.410 -19.349 -28.158  0.005
73 C 27.768 -20.680 -27.913  0.001
74 H 26.020 -15.002 -29.091  0.000
75 H 24.927 -15.741 -28.031  0.000
76 H 24.277 -15.080 -29.549  0.000
77 H 25.549 -17.006 -30.872  0.001
78 H 24.317 -17.626 -29.748  0.003
79 H 28.685 -20.903 -27.367  0.000
80 H 27.982 -21.143 -28.876  0.000
81 H 26.929 -21.154 -27.404  0.000
82 C 31.950 -24.339 -26.948  0.000
83 C 30.813 -25.325 -27.103  0.000
84 O 29.596 -24.543 -27.196  0.000
85 C 28.412 -25.137 -27.446  0.000
86 O 28.135 -26.339 -27.540  0.000
87 O 27.426 -24.138 -27.482  0.000
88 C 26.109 -24.564 -27.333  0.000
89 H 31.972 -23.784 -26.009  0.000
90 H 32.011 -23.649 -27.790  0.000
91 H 32.882 -24.903 -26.977  0.000
92 H 30.740 -25.908 -26.185  0.000
93 H 30.984 -25.883 -28.024  0.000
94 H 25.350 -23.880 -26.955  0.000
95 H 26.011 -25.495 -26.775  0.000
96 H 25.818 -24.867 -28.339  0.000
97 C 22.025 -16.792 -30.732  0.001
98 C 21.830 -17.539 -32.016  0.006
99 O 20.758 -18.491 -31.830  0.006
100 C 20.867 -19.479 -30.923  0.016
101 O 21.937 -19.948 -30.533  0.057
102 O 19.594 -19.924 -30.590  0.005
103 C 19.441 -21.016 -29.659  0.001
104 H 21.216 -16.068 -30.643  0.000
105 H 22.920 -16.223 -30.983  0.000
106 H 22.145 -17.402 -29.836  0.000
107 H 22.719 -18.131 -32.236  0.013
108 H 21.533 -16.828 -32.787  0.000
109 H 20.285 -21.148 -28.981  0.000
110 H 19.326 -22.007 -30.099  0.000
111 H 18.605 -20.779 -29.002  0.000

Calculated values
* total charge: 0
* total energy: -4149.4619 Ha
* E_LUMO (spin up / spin down): 0.32 / 0.18 eV
* E_HOMO (spin up / spin down): -5.1 / -10.3 eV
* spin multiplicity: 6
* expectation value of S²: 8.75



Molecular formula: C28H56BFN5O5
Method: DFT, ωB97M-V/def2-TZVPD

Last column: Löwdin charge in e.
Geometry (Å):
1 C -4.101 -1.340 -1.201  0.181
2 C -2.935 -1.081 -0.998  -0.092
3 N -1.640 -0.848 -0.462  0.045
4 C -1.421 0.486 0.207  -0.141
5 N -0.624 1.389 -0.631  -0.085
6 C -1.091 1.424 -2.041  -0.100
7 C -0.638 -1.730 -0.527  -0.183
8 N -0.839 -2.989 -1.181  0.242
9 B -1.377 -4.070 -0.286  -0.575
10 N -0.444 -4.862 0.547  0.153
11 O -2.764 -4.420 -0.215  0.106
12 N 0.610 -1.309 0.032  -0.089
13 C 1.695 -1.196 -0.979  -0.153
14 C 2.941 -0.290 -0.485  -0.144
15 C 3.303 0.727 -1.680  -0.182
16 C 2.465 2.094 -1.500  -0.218
17 C 3.410 3.370 -1.485  -0.194
18 C 2.680 4.742 -1.858  -0.192
19 C 1.100 4.692 -1.716  -0.223
20 C 0.498 6.161 -1.896  -0.202
21 C -1.080 6.209 -1.618  -0.206
22 C -1.492 7.268 -0.498  -0.195
23 C -0.695 7.107 0.870  -0.207
24 C -1.466 6.200 1.945  -0.209
25 C -1.446 4.653 1.551  -0.250
26 C -0.562 3.755 2.546  -0.109
27 C 0.990 -2.020 1.286  -0.159
28 C 2.172 -3.067 1.184  -0.181
29 C 2.218 -4.161 2.328  -0.202
30 C 1.925 -3.634 3.795  -0.154
31 C 1.139 -4.820 4.554  -0.257
32 O 1.409 -4.843 5.963  -0.206
33 C 0.879 -6.085 6.505  -0.109
34 H -5.204 -1.261 -1.398  0.098
35 H -0.960 0.347 1.237  0.146
36 H -2.443 0.954 0.408  0.149
37 H -0.572 2.329 -0.229  0.079
38 H -0.506 2.222 -2.594  0.075
39 H -0.886 0.443 -2.555  0.083
40 H -2.195 1.696 -2.040  0.096
41 H -1.402 -2.904 -2.040  0.119
42 H -0.578 -4.612 1.540  0.075
43 H -0.598 -5.873 0.472  0.097
44 H -3.313 -3.619 -0.098  0.085
45 H 1.254 -0.612 -1.855  0.113
46 H 2.032 -2.180 -1.430  0.129
47 H 3.821 -1.002 -0.438  0.107
48 H 2.725 0.238 0.483  0.116
49 H 3.028 0.297 -2.695  0.112
50 H 4.405 0.961 -1.726  0.106
51 H 1.973 2.012 -0.480  0.091
52 H 1.718 2.134 -2.343  0.088
53 H 4.243 3.187 -2.231  0.107
54 H 3.865 3.473 -0.453  0.116
55 H 2.931 5.045 -2.913  0.116
56 H 3.054 5.520 -1.117  0.114
57 H 0.778 4.281 -0.705  0.097
58 H 0.687 4.081 -2.571  0.096
59 H 0.655 6.522 -2.959  0.115
60 H 1.031 6.907 -1.233  0.103
61 H -1.572 6.577 -2.577  0.108
62 H -1.514 5.189 -1.415  0.088
63 H -1.410 8.340 -0.848  0.112
64 H -2.593 7.082 -0.262  0.113
65 H 0.343 6.674 0.761  0.101
66 H -0.569 8.122 1.373  0.113
67 H -0.855 6.288 2.905  0.103
68 H -2.492 6.593 2.192  0.108
69 H -0.972 4.540 0.530  0.050
70 H -2.521 4.292 1.495  0.107
71 H -1.184 3.277 3.351  0.074
72 H 0.289 4.380 2.951  0.079
73 H -0.078 2.951 1.904  0.043
74 H 1.309 -1.231 2.038  0.130
75 H 0.085 -2.531 1.750  0.121
76 H 3.152 -2.500 1.213  0.110
77 H 2.182 -3.632 0.195  0.117
78 H 3.286 -4.559 2.342  0.127
79 H 1.581 -5.079 2.112  0.091
80 H 2.837 -3.420 4.418  0.122
81 H 1.245 -2.737 3.859  0.098
82 H 0.040 -4.713 4.296  0.127
83 H 1.574 -5.780 4.125  0.119
84 H 0.547 -6.810 5.707  0.083
85 H -0.033 -5.899 7.160  0.098
86 H 1.708 -6.610 7.080  0.102
87 C -3.442 -5.857 -3.093  -0.063
88 C -3.103 -4.803 -4.103  -0.304
89 O -1.899 -5.273 -4.666  0.137
90 C -1.954 -6.639 -4.568  -0.528
91 O -1.250 -7.380 -5.169  0.200
92 O -2.925 -7.037 -3.698  0.086
93 F -2.861 -3.604 -3.499  0.047
94 H -2.947 -5.695 -2.134  0.117
95 H -4.516 -5.942 -2.923  0.150
96 H -3.851 -4.675 -4.890  0.180

Calculated values
* total charge: +1
* total energy: -1874.7826 Ha
* E_LUMO: -4.30 eV
* E_HOMO: -11.8 eV



Molecular formula: C28H56F12N6O5P2S2
Method: DFT, ωB97M-V/def2-TZVPD

Last column: Löwdin charge in e.
Geometry (Å):
1 C 2.779 -0.767 1.329  -0.105
2 C 1.635 -0.755 0.214  -0.242
3 C 0.945 0.705 0.076  -0.193
4 C 0.123 1.119 1.369  -0.295
5 C -0.831 -0.076 1.888  -0.060
6 C -0.495 2.581 1.422  -0.397
7 O -1.182 2.714 2.665  -0.061
8 C -0.667 3.244 3.816  -0.587
9 F -0.285 4.605 3.852  0.000
10 F -1.799 3.229 4.744  -0.041
11 P 0.669 2.258 4.789  0.967
12 C 0.129 0.478 5.074  -0.264
13 O 0.604 2.974 6.368  -0.329
14 P 0.994 3.761 1.109  0.497
15 S 2.653 3.278 2.009  0.176
16 C -1.665 2.892 0.284  -0.349
17 C -2.490 4.187 0.699  -0.088
18 C -1.823 5.599 0.813  -0.196
19 F -0.847 6.040 -0.104  -0.100
20 N -0.928 2.899 -0.966  0.081
21 C -1.015 3.749 -1.907  -0.320
22 C -2.194 4.663 -2.462  -0.042
23 C 0.301 3.893 -2.840  -0.036
24 N -2.611 1.751 0.191  -0.099
25 C -3.687 1.602 1.157  -0.193
26 C -4.115 0.075 1.527  -0.179
27 C -5.671 -0.026 1.828  -0.200
28 C -6.237 -1.499 1.481  -0.274
29 N -7.598 -1.558 2.141  -0.053
30 C -3.088 1.353 -1.125  -0.149
31 C -2.213 0.181 -1.826  -0.042
32 C -2.979 -0.583 -2.976  -0.325
33 F -3.908 0.367 -3.509  0.046
34 F -3.813 -1.627 -2.495  0.061
35 C -2.095 -1.031 -4.218  -0.342
36 F -1.200 -0.050 -4.664  0.081
37 F -2.996 -1.200 -5.299  0.064
38 S -1.161 -2.634 -4.064  0.972
39 F -1.147 -2.648 -2.417  -0.159
40 F 0.298 -1.794 -4.029  -0.185
41 F -1.000 -2.656 -5.724  -0.168
42 F -2.512 -3.569 -4.191  -0.142
43 F -0.249 -4.040 -4.033  -0.175
44 H 3.083 0.305 1.545  0.049
45 H 2.421 -1.234 2.298  0.069
46 H 3.667 -1.342 0.892  0.081
47 H 2.129 -0.931 -0.804  0.107
48 H 0.836 -1.547 0.334  0.089
49 H 0.309 0.647 -0.858  0.079
50 H 1.814 1.404 -0.176  0.092
51 H 0.924 1.093 2.201  0.081
52 H -1.457 -0.512 1.041  0.065
53 H -1.435 0.202 2.799  0.058
54 H -0.150 -0.938 2.219  0.083
55 H 0.668 -0.187 4.337  0.031
56 H -1.008 0.377 4.972  0.052
57 H 0.365 0.091 6.125  0.066
58 H -0.172 2.531 6.785  0.045
59 H 0.721 5.103 1.578  -0.005
60 H 1.317 3.915 -0.269  -0.020
61 H -3.042 4.110 1.702  0.134
62 H -3.351 4.269 -0.058  0.119
63 H -2.669 6.376 0.801  0.136
64 H -1.381 5.703 1.867  0.105
65 H -3.231 4.341 -2.146  0.065
66 H -2.181 4.604 -3.606  0.096
67 H -2.085 5.760 -2.202  0.089
68 H 1.221 3.453 -2.361  0.065
69 H 0.413 4.941 -3.245  0.086
70 H 0.069 3.226 -3.747  0.089
71 H -4.651 2.046 0.702  0.119
72 H -3.586 2.099 2.168  0.127
73 H -3.543 -0.267 2.458  0.104
74 H -3.757 -0.599 0.684  0.101
75 H -6.320 0.716 1.269  0.104
76 H -5.847 0.159 2.941  0.118
77 H -6.429 -1.626 0.367  0.107
78 H -5.542 -2.310 1.872  0.117
79 H -7.959 -2.513 2.046  0.058
80 H -8.161 -0.892 1.601  0.059
81 H -4.139 0.894 -1.063  0.135
82 H -3.239 2.194 -1.889  0.120
83 H -1.345 0.739 -2.328  0.116
84 H -1.738 -0.522 -1.080  0.111
85 C 2.940 -6.859 -3.205  -0.006
86 C 2.806 -6.366 -1.792  -0.596
87 N 1.923 -5.349 -1.596  0.157
88 O 3.440 -6.835 -0.862  0.023
89 H 2.673 -7.917 -3.239  0.089
90 H 3.974 -6.731 -3.530  0.047
91 H 2.289 -6.312 -3.890  0.072
92 H 1.379 -4.933 -2.333  0.073
93 H 1.816 -5.001 -0.656  0.105
94 C 6.585 2.478 5.358  -0.013
95 C 5.106 2.604 5.108  -0.611
96 N 4.592 3.860 5.197  0.156
97 O 4.392 1.651 4.842  0.000
98 H 7.061 2.061 4.469  0.086
99 H 6.747 1.810 6.206  0.085
100 H 7.044 3.443 5.581  0.068
101 H 5.139 4.674 5.414  0.094
102 H 3.602 3.969 5.034  0.078
103 C 6.832 -7.450 -6.550  -0.009
104 C 6.215 -7.347 -5.182  -0.593
105 N 6.206 -8.489 -4.443  0.159
106 O 5.745 -6.311 -4.742  0.023
107 H 7.671 -6.757 -6.615  0.088
108 H 6.083 -7.188 -7.298  0.088
109 H 7.194 -8.459 -6.758  0.070
110 H 6.582 -9.363 -4.764  0.097
111 H 5.798 -8.444 -3.522  0.108

Calculated values
* total charge: 0
* total energy: -4482.4829 Ha
* E_LUMO: -1.25 eV
* E_HOMO: -7.8 eV